# 1
DFT (the ωB97M-V functional and the def2-TZVPD basis) results for a structure of composition C26H38BaN4O3PS4 at a distorted geometry.

Energy above the lowest of the compared OMol25 structures with the same formula, charge and spin (eV): 0.669
Total charge: -2
LUMO energy (spin up / spin down) (eV): 3.94 / 3.94
Spin multiplicity: 2
F_max (eV/A): 1.6

```
77
Properties=species:S:1:pos:R:3:forces:R:3:lowdin_charge:R:1
Ba 0.61833 -0.30349 -0.35383 0.3 -1.5 -0.6 1.282
C 0.61255 3.35689 2.66298 0.3 0.2 -0.2 -0.045
C 0.10034 2.64005 1.42663 -0.1 0.4 1.1 -0.273
N -0.16438 1.38567 1.54782 -0.5 -0.5 -1.2 -0.143
N -0.07796 0.89091 2.81561 0.6 0.6 0.8 -0.117
C -0.36296 -0.34233 3.02184 -0.5 -0.6 -0.3 -1.200
S -0.91716 -1.63772 2.02046 0.0 0.3 -0.4 0.340
S -0.20043 -0.76125 4.74118 -0.6 -0.2 1.0 0.816
C -1.96811 -1.23152 5.08140 0.8 -0.3 0.0 -0.446
C -2.86458 -0.07970 5.27372 -0.4 1.1 0.3 -0.291
C -3.32387 0.66211 4.17458 0.5 -0.7 0.2 -0.037
C -4.11387 1.76674 4.36352 -0.4 0.6 0.2 -0.089
C -4.48265 2.16773 5.64578 0.1 0.0 -0.1 -0.109
C -4.03790 1.44124 6.74163 -0.3 0.4 0.1 -0.115
C -3.23433 0.33722 6.56077 0.3 -0.4 -0.6 -0.061
C -0.21053 3.41052 0.22871 0.0 0.5 -0.9 -0.103
C -0.36819 4.79467 0.35985 0.0 0.1 0.3 -0.080
C -0.73436 5.62191 -0.67215 -0.2 0.7 0.1 -0.143
C -0.98300 5.09816 -1.93599 0.0 -0.2 -0.2 -0.124
C -0.84505 3.75178 -2.14037 0.1 0.1 0.1 -0.028
C -0.43080 2.87367 -1.09678 -0.1 1.2 0.8 -0.411
O -0.25322 1.65831 -1.35004 0.1 -1.2 -0.6 -0.390
H 1.36338 2.73534 3.14411 0.0 0.0 0.0 0.072
H -0.17469 3.49983 3.39906 -0.2 0.0 0.0 0.084
H 1.05491 4.32057 2.43344 0.0 0.0 -0.1 0.058
H -1.96369 -1.84872 5.97764 0.2 -0.1 0.0 0.067
H -2.30403 -1.82047 4.24058 0.1 -0.3 -0.2 0.025
H -3.02917 0.36806 3.17312 0.0 -0.1 0.0 0.105
H -4.43696 2.33881 3.50233 0.0 0.0 0.0 0.102
H -5.10060 3.04625 5.78505 0.0 0.0 0.0 0.089
H -4.31302 1.74884 7.74454 0.0 0.0 0.0 0.091
H -2.87400 -0.21238 7.42136 0.0 -0.1 0.0 0.103
H -0.24785 5.25436 1.32998 0.1 0.0 0.1 0.089
H -0.84797 6.68311 -0.47733 0.0 0.0 -0.1 0.081
H -1.28380 5.74313 -2.75441 0.0 0.0 0.0 0.091
H -1.00670 3.30666 -3.11337 0.0 -0.1 0.0 0.101
C 6.31906 1.56920 -1.78880 0.0 -0.2 0.0 -0.086
C 6.61568 0.31887 -0.98698 0.1 0.1 0.2 -0.351
O 5.84453 -0.77956 -1.45402 -0.3 -0.1 0.0 -0.344
P 4.45661 -1.25195 -0.75366 -0.5 -0.5 -0.3 -0.220
S 3.78511 0.10209 0.52641 0.2 0.3 0.3 0.148
S 3.16045 -1.82182 -2.12155 0.3 0.0 0.1 0.104
O 4.93413 -2.59472 0.03092 -0.3 0.2 -0.2 -0.361
C 5.66277 -2.50548 1.24817 0.2 0.2 0.1 -0.342
C 4.85621 -3.10407 2.38301 0.0 0.0 -0.2 -0.079
H 6.93840 2.39458 -1.44217 0.1 0.1 0.0 0.069
H 5.27368 1.84398 -1.66582 -0.1 0.0 0.0 0.064
H 6.51776 1.39347 -2.84408 0.0 0.0 -0.1 0.074
H 6.40061 0.48932 0.07334 0.1 0.1 -0.1 0.061
H 7.66038 0.01375 -1.09688 0.0 0.1 0.0 0.111
H 5.89137 -1.45601 1.46696 0.0 -0.1 0.1 0.072
H 6.60179 -3.04709 1.08770 0.0 0.1 0.1 0.113
H 3.93360 -2.54267 2.51384 -0.1 0.0 0.0 0.069
H 5.42159 -3.07143 3.31385 0.1 0.0 0.1 0.069
H 4.60601 -4.14013 2.15813 0.0 0.0 0.0 0.074
C -3.92645 -3.58940 -2.88276 0.1 0.0 0.0 -0.110
C -2.56514 -3.91436 -3.49600 0.0 0.0 0.1 -0.251
N -1.90709 -2.77420 -4.10869 0.0 0.0 0.1 -0.094
C -1.95250 -2.70143 -5.56130 -0.1 0.2 -0.3 -0.304
C -3.26973 -2.15007 -6.10841 0.2 -0.1 0.1 -0.250
C -1.32607 -1.81501 -3.32717 -0.2 -0.4 -0.5 -0.455
C -0.73615 -0.62773 -4.01624 0.1 0.3 -0.1 -0.032
N -1.25413 -1.86637 -2.04813 0.4 0.3 0.8 0.029
H -4.33776 -4.47071 -2.38981 0.0 -0.1 0.0 0.059
H -4.62661 -3.26310 -3.64854 0.0 0.0 -0.1 0.047
H -3.84646 -2.79401 -2.14393 0.0 0.0 0.0 0.065
H -2.68456 -4.67524 -4.26784 0.0 0.0 0.0 0.088
H -1.90316 -4.35018 -2.73806 0.0 0.0 0.0 0.107
H -1.78588 -3.70620 -5.95829 0.0 0.0 0.1 0.077
H -1.11850 -2.09764 -5.91576 -0.1 0.0 0.0 0.079
H -4.10498 -2.80597 -5.86210 -0.1 0.0 0.0 0.033
H -3.22664 -2.05572 -7.19391 0.0 0.0 -0.1 0.017
H -3.47773 -1.16749 -5.68397 0.0 0.1 0.0 0.042
H 0.20491 -0.89337 -4.49897 0.0 0.0 -0.1 0.085
H -0.54855 0.17020 -3.29894 0.0 -0.1 0.0 0.044
H -1.40723 -0.23212 -4.77995 0.0 0.0 0.0 0.062
H -1.67300 -2.69511 -1.64299 0.0 -0.1 -0.1 0.024
```
Forces are in eV/Å.

# 2
DFT (the ωB97M-V functional and the def2-TZVPD basis) results for a structure of composition C26H38BrNOP2V at a distorted geometry.

Energy above the lowest of the compared OMol25 structures with the same formula, charge and spin (eV): 0.000
Total charge: +2
LUMO energy (spin up / spin down) (eV): -6.45 / -9.27
Spin multiplicity: 4
F_max (eV/A): 6.7

```
70
Properties=species:S:1:pos:R:3:forces:R:3:lowdin_charge:R:1
C 8.61681 -3.41925 2.38631 0.3 -0.4 0.2 -0.006
C 8.38301 -2.39399 1.44934 0.4 -0.1 0.0 -0.222
C 9.51120 -1.80630 0.84149 0.3 0.0 -0.1 -0.013
C 10.80385 -2.27869 1.15648 -1.7 -0.1 0.3 -0.118
N 10.96896 -3.26434 2.03142 0.7 -0.5 0.4 0.060
C 9.93913 -3.84467 2.65489 -1.0 1.5 -1.2 -0.102
C 7.02730 -1.96700 1.11604 -0.7 0.1 -0.1 0.088
C 5.87923 -1.64391 0.85154 2.0 -0.4 -0.1 0.040
C 4.55721 -1.14829 0.67437 0.3 -0.3 0.7 -0.215
C 3.48227 -2.04709 0.67770 -0.1 0.5 0.1 0.017
C 2.18297 -1.57978 0.87387 0.6 -0.1 0.6 -0.111
C 1.98453 -0.20906 1.17904 0.6 -1.1 -1.9 -0.229
C 3.04747 0.71125 0.95397 -0.6 0.3 0.4 -0.172
C 4.33435 0.23027 0.74168 -0.4 -0.1 0.1 -0.006
V 1.17781 0.24003 -0.52670 -0.4 0.6 0.3 0.280
P 0.08617 -0.86782 -2.42375 -0.3 -0.2 0.3 0.958
H 9.41722 -0.99297 0.12026 -0.1 -0.3 0.2 0.110
H 7.80118 -3.91288 2.91579 0.1 0.2 -0.3 0.115
H 11.68513 -1.84474 0.68618 -0.1 -0.2 0.2 0.113
H 10.13565 -4.64132 3.36204 0.1 0.1 -0.1 0.112
H 5.18373 0.88948 0.70571 0.2 0.2 0.0 0.127
H 3.69963 -3.09313 0.59136 0.0 -0.4 -0.1 0.131
H 2.83799 1.79314 1.01693 0.3 -0.6 0.2 0.078
H 1.36774 -2.30989 0.86075 0.3 0.3 0.3 0.114
C -1.37458 -0.16236 -3.23827 0.0 0.5 0.1 -0.350
C -1.28700 -0.17465 -4.75627 0.0 -0.1 -0.5 -0.123
H -1.53072 0.85820 -2.85611 0.0 -0.3 -0.1 0.093
H -2.23105 -0.76829 -2.90345 0.3 0.1 0.1 0.110
H -2.22293 0.22999 -5.14917 0.2 -0.1 -0.1 0.094
H -0.46192 0.44663 -5.13577 -0.3 -0.2 0.1 0.068
H -1.16236 -1.19676 -5.14653 -0.1 0.5 0.1 0.068
C 1.67357 -0.39057 -3.19461 -0.1 -0.1 -0.9 -0.386
C 2.56610 -1.55386 -3.65460 0.4 0.0 0.0 -0.101
H 2.27108 0.26390 -2.50440 -0.1 -0.1 -0.2 0.055
H 1.41578 0.23643 -4.06139 0.3 0.0 0.3 0.074
H 3.48582 -1.13380 -4.08846 -0.3 -0.2 0.1 0.092
H 2.86699 -2.21567 -2.82947 -0.1 0.2 -0.2 0.080
H 2.07624 -2.16282 -4.42818 0.1 0.3 0.3 0.084
C -0.14676 -2.67322 -2.48037 0.3 0.0 0.3 -0.356
C -0.63004 -3.34933 -3.75990 0.0 -0.2 -0.5 -0.117
H -0.84276 -2.89173 -1.65830 0.2 0.0 -0.1 0.093
H 0.82672 -3.08581 -2.19853 -0.1 -0.1 0.1 0.083
H -0.58966 -4.43140 -3.57197 -0.1 0.3 -0.2 0.096
H -1.66645 -3.09788 -4.02892 0.4 0.0 0.2 0.085
H 0.01678 -3.14316 -4.63325 -0.3 -0.1 0.4 0.076
Br 0.03110 2.00031 0.81652 -0.3 0.5 -0.9 0.358
P 2.80437 4.28695 -2.41083 -0.8 -2.3 1.4 1.223
C 2.27623 3.00722 -3.64601 0.5 0.4 -0.3 -0.379
C 1.86840 3.70968 -4.95078 -0.4 -0.1 -0.2 -0.136
H 1.45902 2.39421 -3.22392 0.2 0.5 0.1 0.066
H 3.13182 2.32661 -3.81983 -0.2 0.4 0.1 0.092
H 1.83263 2.99861 -5.78217 0.0 0.1 0.1 0.084
H 0.87122 4.16144 -4.85942 0.3 0.0 0.0 0.087
H 2.58505 4.49708 -5.20754 -0.2 -0.2 -0.1 0.076
C 1.42018 4.52546 -1.21260 -0.4 0.7 -0.7 -0.404
C 1.33052 5.94123 -0.61997 0.1 0.0 0.2 -0.123
H 1.50625 3.75827 -0.42088 0.3 0.1 -0.4 -0.013
H 0.49033 4.29599 -1.76568 0.4 0.1 0.1 0.092
H 0.37643 6.03488 -0.09664 0.1 0.0 0.0 0.089
H 2.12648 6.13520 0.11258 -0.2 0.0 -0.3 0.085
H 1.37003 6.70359 -1.40470 0.0 -0.1 0.2 0.079
C 4.20260 3.56105 -1.46152 0.3 0.9 0.1 -0.374
C 5.55081 4.00525 -2.04363 0.2 -0.2 -0.2 -0.134
H 4.10997 2.46486 -1.41758 -0.2 0.2 -0.2 0.077
H 4.09879 3.94652 -0.43318 0.0 -0.1 -0.3 0.098
H 6.34872 3.75645 -1.34579 0.0 0.0 0.0 0.084
H 5.77284 3.50034 -2.99395 -0.1 0.2 0.2 0.084
H 5.57290 5.08603 -2.20966 0.1 -0.2 0.0 0.080
O -1.10583 -1.43245 0.69339 3.3 2.9 -2.7 0.158
C -0.29371 -0.76946 0.15264 -4.3 -3.2 3.9 -0.316
```
Forces are in eV/Å.

# 3
DFT (the ωB97M-V functional and the def2-TZVPD basis) results for a structure of composition C26H38Ge2NORhSbSe4.

Energy above the lowest of the compared OMol25 structures with the same formula, charge and spin (eV): 1.057
Total charge: +2
LUMO energy (spin up / spin down) (eV): -6.40 / -8.44
Spin multiplicity: 6
F_max (eV/A): 0.7

```
74
Properties=species:S:1:pos:R:3:forces:R:3:lowdin_charge:R:1
Rh 0.76985 0.10819 -0.02034 0.3 0.2 0.0 0.493
C 5.20942 -1.98538 2.60432 0.0 0.0 0.0 -0.006
N 3.75929 -1.64700 2.56292 0.0 0.0 0.0 -0.212
C 3.08447 -2.09065 3.81153 0.0 0.0 0.0 -0.001
C 3.49581 -0.17981 2.29473 0.0 0.0 0.0 -0.100
C 3.81933 0.20504 0.87942 0.0 0.0 0.0 -0.247
C 5.14110 0.52492 0.55689 0.0 0.0 0.0 -0.044
C 5.51833 0.79716 -0.74613 0.0 0.0 0.0 -0.048
C 4.56149 0.76298 -1.74928 0.0 0.0 0.0 -0.055
C 3.23786 0.50341 -1.42347 0.0 0.0 0.0 -0.171
C 2.83705 0.23798 -0.11401 0.0 -0.1 -0.1 -0.220
H 5.30546 -3.05072 2.79693 0.0 0.0 0.0 0.099
H 5.67658 -1.41685 3.40597 0.0 0.0 0.0 0.117
H 5.65905 -1.74589 1.64651 0.0 0.0 0.0 0.094
H 3.36730 -2.19545 1.77731 0.0 0.0 0.0 0.011
H 3.46693 -1.50098 4.64208 0.0 0.0 0.0 0.117
H 3.29756 -3.14432 3.97171 0.0 0.0 0.0 0.111
H 2.01264 -1.94259 3.70550 0.0 0.0 0.0 0.075
H 4.09231 0.37001 3.02370 0.0 0.0 0.0 0.144
H 2.44113 -0.02220 2.51808 0.0 0.0 0.0 0.100
H 5.88564 0.57600 1.34311 0.0 0.0 0.0 0.122
H 6.54660 1.03912 -0.97545 0.0 0.0 0.0 0.119
H 4.84062 0.95894 -2.77615 0.0 0.0 0.0 0.118
H 2.50535 0.50605 -2.22920 0.0 0.0 0.0 0.069
C -0.04243 4.40345 -0.79108 0.1 0.0 0.0 -0.042
C 0.46133 3.24135 0.02696 0.0 0.0 0.0 -0.236
O 0.73690 2.09050 -0.82138 -0.1 0.1 -0.1 -0.249
H -0.28064 5.23848 -0.13210 0.0 0.0 0.0 0.097
H -0.93617 4.12750 -1.34805 0.0 0.0 0.0 0.062
H 0.72011 4.74960 -1.49173 0.0 0.0 0.0 0.092
H -0.29047 2.88827 0.73358 0.0 0.0 0.0 0.086
H 1.37218 3.48552 0.57724 0.0 0.0 0.0 0.126
H 1.36422 2.34342 -1.51279 0.1 -0.1 0.1 0.106
Se -0.37015 -5.26504 -1.08266 0.0 -0.1 0.0 0.355
Sb 1.43819 -3.60681 -0.74633 -0.1 -0.1 -0.1 -0.133
Se 3.43018 -4.30056 0.33085 0.1 0.0 0.0 0.097
Se 1.76914 -2.48687 -2.93835 0.0 0.1 0.0 0.306
Se 0.48682 -1.95991 0.95324 -0.1 -0.1 0.1 0.275
C -2.30511 1.84131 2.50117 -0.1 -0.1 0.1 -0.238
Ge -3.07215 0.20716 1.76974 0.3 0.0 -0.1 0.820
C -2.70196 -1.38263 2.82537 -0.1 0.1 0.1 -0.235
C -4.92491 0.31795 1.17335 0.0 0.0 0.0 -0.219
Ge -1.70009 0.02339 -0.55797 -0.7 0.0 0.2 0.881
C -2.37708 1.50941 -1.63152 0.1 -0.1 -0.1 -0.366
C -1.86670 1.62256 -2.92747 0.0 0.0 0.0 -0.130
C -2.27266 2.64933 -3.76543 0.0 0.0 0.0 -0.065
C -3.19357 3.58682 -3.31486 0.0 0.0 0.0 -0.063
C -3.70576 3.48837 -2.03015 0.0 0.0 0.0 -0.068
C -3.29838 2.45584 -1.19432 0.0 0.0 0.1 -0.128
C -2.32030 -1.67183 -1.33455 0.2 0.1 -0.2 -0.372
C -3.27403 -2.51141 -0.76588 0.0 -0.1 0.1 -0.112
C -3.60897 -3.72112 -1.36090 0.0 0.0 0.0 -0.079
C -2.99223 -4.11395 -2.54036 0.0 0.0 0.0 -0.134
C -2.04874 -3.28032 -3.13496 0.0 0.0 0.0 -0.121
C -1.72316 -2.06865 -2.53421 0.0 0.0 -0.1 -0.184
H -2.79929 2.05917 3.45063 0.0 0.0 0.0 0.040
H -2.45784 2.68626 1.83186 0.0 0.0 0.0 0.016
H -1.24039 1.71008 2.69218 0.0 0.0 0.0 0.016
H -3.04909 -1.17406 3.84083 0.0 0.0 0.0 0.040
H -1.64370 -1.62372 2.87003 0.0 0.0 0.0 -0.038
H -3.24838 -2.24399 2.44686 0.0 0.0 0.0 0.026
H -5.51200 -0.36806 1.78537 0.0 0.0 0.0 0.039
H -5.05296 0.04291 0.12764 0.0 0.0 0.0 0.029
H -5.29804 1.33165 1.31201 0.0 0.0 0.0 0.034
H -1.14536 0.90134 -3.30144 0.0 0.0 0.0 0.090
H -1.87646 2.71742 -4.77002 0.0 0.0 0.0 0.113
H -3.51449 4.38810 -3.96637 0.0 0.0 0.0 0.116
H -4.42769 4.21344 -1.67866 0.0 0.0 0.0 0.115
H -3.72185 2.40109 -0.19907 0.0 0.0 0.0 0.067
H -3.77776 -2.23449 0.15276 0.0 0.0 0.0 0.074
H -4.35680 -4.35643 -0.90538 0.0 0.0 0.0 0.120
H -3.26142 -5.04997 -3.01133 0.0 0.0 0.0 0.119
H -1.60054 -3.55853 -4.08060 0.0 0.0 0.0 0.117
H -1.02047 -1.41129 -3.03840 0.0 0.0 0.0 0.055
```
Forces are in eV/Å.